Record 1
14
Properties=species:S:1:pos:R:3 method="wB97M-V/def2-TZVPD" de_lowest_kj_mol=188.5 e_lumo_ev=-1.6 charge=0 orbital_gap_ev=6.5 homo_energy_ev=-8.0801 energy_ev=-25001.0699 largest_force_ev_per_a=3.79
C 0.70822 -0.90235 -1.96763
C 2.10132 -0.79999 -1.95960
C -0.49792 0.19119 -0.17084
C -0.55997 0.58203 2.14001
C -1.32579 0.67266 0.83079
N -0.13650 -0.37267 -1.15394
O 2.80376 -0.14132 -1.23743
I -3.07926 -0.68257 0.90842
I -1.94150 2.82303 0.57069
H 0.26084 -1.44630 -2.82193
H 2.58232 -1.63128 -2.67978
H -0.55073 -0.43592 2.46018
H -0.93638 1.30253 3.02339
H 0.57158 0.84095 2.05767

=====

Record 2
13
Properties=species:S:1:pos:R:3 method="wB97M-V/def2-TZVPD" de_lowest_kj_mol=219.6 e_lumo_ev="-0.8 / 0.0" charge=0 orbital_gap_ev="6.2 / 8.2" homo_energy_ev="-7.0146 / -8.2152" energy_ev=-17457.0515 largest_force_ev_per_a=2.38
C -0.36855 1.36489 -0.57467
C -0.69585 0.04232 -0.86930
C 0.40174 1.86153 0.37403
C -0.17729 -1.15528 -0.14112
C 0.97877 -0.83793 0.75398
O 1.08582 2.57872 0.94765
O -1.26672 -1.79204 0.55843
I 2.66450 -0.19305 -0.21538
H -0.86193 2.14519 -1.18452
H -1.24652 -0.17482 -1.80912
H 0.16129 -1.91104 -0.97407
H 0.90419 -0.69223 1.82037
H -1.57945 -1.23625 1.31373

=====

Record 3
12
Properties=species:S:1:pos:R:3 method="wB97M-V/def2-TZVPD" de_lowest_kj_mol=0.0 e_lumo_ev="-5.8 / -6.8" multiplicity=2 charge=+1 orbital_gap_ev="7.9 / 6.5" homo_energy_ev="-13.7086 / -13.3454" s_squared=0.788 energy_ev=-73442.5110 largest_force_ev_per_a=1.16
Ir 0.05777 0.24854 0.27336
C 1.62294 0.22996 1.79832
C 2.18257 0.82127 0.63537
C 1.40410 1.95075 0.27364
C 0.34935 2.09891 1.24738
C 0.48575 1.01701 2.19963
H 2.00117 -0.64960 2.29383
H 3.04153 0.45302 0.09684
H 1.58812 2.58964 -0.57508
H -0.39841 2.87520 1.26018
H -0.14340 0.82940 3.05469
Se -2.18398 0.02740 0.08645

=====

Record 4
11
Properties=species:S:1:pos:R:3 method="wB97M-V/def2-TZVPD" de_lowest_kj_mol=433.6 e_lumo_ev=0.6 charge=0 orbital_gap_ev=10.4 homo_energy_ev=-9.8662 energy_ev=-6751.4142 largest_force_ev_per_a=2.83
C -1.50305 -0.27620 -0.98600
C -0.21300 0.43248 -0.54216
C -0.59006 -0.21502 -1.88356
C 0.94326 -1.27789 -3.51356
C 0.70816 -0.11839 0.47766
N 0.14450 -0.66721 -2.93428
H -2.55791 -0.43308 -0.78650
H -0.10283 1.55494 -0.37390
H 1.68941 0.35535 0.58627
H 0.86429 -1.11384 0.25990
H 0.35175 0.10211 1.54329

=====

Record 5
11
Properties=species:S:1:pos:R:3 method="wB97M-V/def2-TZVPD" de_lowest_kj_mol=434.1 e_lumo_ev="-0.1 / -0.7" smiles="C1=CCC=CN=1" charge=0 orbital_gap_ev="7.7 / 7.6" homo_energy_ev="-7.7839 / -8.2278" energy_ev=-6751.4091 largest_force_ev_per_a=2.10
C -0.45645 0.87047 0.20378
C -1.34183 -0.10610 -0.47058
C -0.89706 -1.40593 -0.32978
N 0.28378 -1.76728 -0.03057
C 1.30030 -0.78231 -0.14911
C 0.98823 0.50417 0.08576
H -0.69775 1.93908 0.15698
H -2.34670 0.20769 -0.68940
H -0.91312 0.43113 1.11206
H 2.31983 -1.13839 -0.17341
H 1.76077 1.24747 0.28426

=====

Record 6
11
Properties=species:S:1:pos:R:3 method="wB97M-V/def2-TZVPD" de_lowest_kj_mol=234.6 e_lumo_ev=0.7 smiles=C#CCCC#N charge=0 orbital_gap_ev=11.2 homo_energy_ev=-10.4548 energy_ev=-6753.4764 largest_force_ev_per_a=3.98
C 1.89722 -1.39693 1.81654
C 0.94844 -1.23715 1.02146
C -0.06756 -0.84303 0.01958
C -0.22731 0.69949 0.07888
C -0.98812 1.17599 -1.08195
H 2.66216 -1.41528 2.60463
H -1.03109 -1.27328 0.16202
H 0.31835 -1.00931 -1.03691
H -0.75169 1.06217 0.91718
H 0.81345 1.07506 0.08035
N -1.62674 1.59578 -1.97919

=====

Record 7
11
Properties=species:S:1:pos:R:3 method="wB97M-V/def2-TZVPD" de_lowest_kj_mol=587.9 e_lumo_ev=0.1 charge=0 orbital_gap_ev=9.2 homo_energy_ev=-9.0248 energy_ev=-6749.8144 largest_force_ev_per_a=1.88
C -1.20610 -1.18841 0.99142
C -0.34011 -0.32330 1.42199
C -0.69290 0.75248 -1.54049
C 0.88190 0.27404 1.28650
C -0.03570 -0.96810 -0.06920
N -0.35243 -0.42135 -1.24781
H -1.02613 0.94366 -2.54997
H -0.66931 1.59279 -0.84571
H 0.98850 1.30965 0.99233
H 1.77070 -0.19343 1.69134
H 0.68157 -1.77803 -0.13037

=====

Record 8
17
Properties=species:S:1:pos:R:3 method="wB97M-V/def2-TZVPD" de_lowest_kj_mol=43.1 e_lumo_ev=6.5 charge=-2 orbital_gap_ev=7.1 homo_energy_ev=-0.6643 energy_ev=-25725.1934 largest_force_ev_per_a=2.80
C 0.53899 2.43518 1.19865
C 0.24929 1.11949 0.89855
C 1.30067 2.00671 -0.71309
C 0.06740 -1.01606 -1.48016
C -1.13367 -1.50532 -0.68173
N 1.19440 3.02524 0.12500
N 0.81369 0.86505 -0.31559
O 0.54248 -2.29080 1.64456
O -1.08905 -2.95568 -0.31908
O -0.03969 -0.53178 -2.59193
O -2.01240 -1.92590 1.88670
P -0.81332 -2.09238 1.05297
H 0.15735 3.12237 1.85221
H -0.38237 0.39587 1.43733
H 1.64069 2.02509 -1.77928
H 1.10655 -1.33550 -1.20371
H -2.14100 -1.34159 -1.01140

=====

Record 9
13
Properties=species:S:1:pos:R:3 method="wB97M-V/def2-TZVPD" de_lowest_kj_mol=235.5 e_lumo_ev=0.3 charge=0 orbital_gap_ev=9.1 homo_energy_ev=-8.8202 energy_ev=-9733.0483 largest_force_ev_per_a=5.87
C -0.36841 -1.71422 0.69446
C -0.81076 -0.06972 -0.06974
C 0.19599 1.75601 -0.81497
C 1.49189 1.24687 -0.59453
C 0.43358 -0.57097 0.16478
H -0.10496 -2.75871 0.23222
H -0.30944 -1.62018 1.81357
H -2.28960 -0.72824 1.26479
H 0.22126 2.59210 -1.63239
H 2.47846 1.76187 -0.89022
N -1.63264 -1.03962 0.41725
N -0.94664 1.15795 -0.55014
N 1.64127 -0.01312 -0.03508

=====

Record 10
14
Properties=species:S:1:pos:R:3 method="wB97M-V/def2-TZVPD" de_lowest_kj_mol=466.3 e_lumo_ev=0.0 charge=0 orbital_gap_ev=8.7 homo_energy_ev=-8.6980 energy_ev=-11778.8873 largest_force_ev_per_a=12.32
C -1.43473 -0.20539 1.21109
C 1.03958 -0.11688 0.79604
C 1.75520 0.01056 -0.37109
C -0.34865 -0.19933 -0.89937
C -1.67566 -0.00378 -1.52099
H -1.02411 0.02538 2.26297
H -2.06029 0.62442 0.95630
H -2.00785 -1.39689 1.42236
H 1.49954 -0.41785 1.64589
H 3.05329 1.13854 -1.50484
N -0.23814 -0.20611 0.47217
N 0.82459 -0.21696 -1.44973
N -2.43030 0.42726 -2.51909
O 3.04753 0.53705 -0.50171

=====

Record 11
17
Properties=species:S:1:pos:R:3 method="wB97M-V/def2-TZVPD" de_lowest_kj_mol=219.2 e_lumo_ev=-0.5 smiles="N=[S@@H](=O)C1=NO[C@@H](C=C=O)C=N1" charge=0 orbital_gap_ev=9.2 homo_energy_ev=-9.7388 energy_ev=-26707.2013 largest_force_ev_per_a=3.96
C -1.55038 0.26018 -1.24348
C -1.67120 1.52194 -0.34848
C -0.09231 0.04447 -1.75673
C -0.69214 2.30851 -0.09743
C 0.24481 -0.80119 0.36466
N 0.67385 -0.40274 -0.85472
N 2.85748 -1.72458 1.17478
N -0.99826 -1.16578 0.49253
O 0.11651 3.01886 0.35354
O -1.86951 -0.89371 -0.47601
O 1.43508 0.02048 2.50421
S 1.54308 -1.15201 1.64669
H -2.27038 0.29340 -2.11925
H -2.68320 2.06475 -0.17319
H 0.34328 -0.11197 -2.76358
H 3.58679 -1.07745 0.90979
H 1.02651 -2.20316 2.38668

=====

Record 12
16
Properties=species:S:1:pos:R:3 method="wB97M-V/def2-TZVPD" de_lowest_kj_mol=336.0 e_lumo_ev=3.2 charge=-1 orbital_gap_ev=5.4 homo_energy_ev=-2.1896 energy_ev=-15319.0991 largest_force_ev_per_a=3.67
C 0.43345 -1.60560 0.35347
C -0.87073 -1.00051 0.12350
C -0.74447 0.36492 0.31763
C 2.71200 -0.13251 0.00413
C -1.70792 1.47635 -0.12726
N 2.71098 1.19303 -0.11158
N 1.42390 1.61600 0.04370
N 1.35162 -0.56728 0.37779
N 0.68368 0.61425 0.26627
O 3.60508 -0.96399 -0.14185
O -2.07178 -1.68676 0.10229
H 0.59225 -2.71544 0.35280
H -2.67606 1.30475 0.25333
H -1.34899 2.43281 0.28835
H -1.74173 1.61462 -1.31935
H -2.35129 -1.94464 -0.78321